Formula: C5H11NO
Source: the OMol25 dataset
Level of theory: ωB97M-V/def2-TZVPD

Properties
HOMO (eV): -9.575
HOMO-LUMO gap (eV): 10.55
Energy relative to the best compared isomer or geometry (same formula, charge and spin) (kcal per mole): 17.9
F_max (eV/Å): 2.319
Calculated total energy (eV): -8900.9206
Structure (SMILES): CNC(=O)C(C)C

Last column: natural (NBO) charge in e.
Positions of all 18 atoms, in Å:
C1 2.870375 0.519324 -0.135971  -0.428
N1 1.494317 0.389091 -0.637436  -0.654
C2 0.438816 -0.050193 0.223732  0.694
O1 0.655826 -0.233672 1.412825  -0.607
C3 -1.023293 -0.107896 -0.290041  -0.299
C4 -1.603518 -1.497123 -0.006270  -0.601
C5 -1.842659 0.993037 0.410383  -0.598
H1 3.282322 1.431709 -0.589982  0.197
H2 3.579829 -0.296853 -0.431609  0.184
H3 2.830833 0.553351 0.939542  0.231
H4 1.739269 -0.046437 -1.495167  0.389
H5 -1.047393 0.082064 -1.369072  0.204
H6 -1.542972 -1.708477 1.065666  0.225
H7 -1.036908 -2.268829 -0.538897  0.207
H8 -2.650661 -1.562880 -0.323636  0.210
H9 -2.894538 0.958011 0.097493  0.209
H10 -1.796105 0.856173 1.495192  0.223
H11 -1.453546 1.989595 0.173256  0.213

Atoms 1-3, force components in eV/Å:
C 0.4 0.2 0.3
N 0.3 -0.6 0.8
C 0.8 0.2 0.4



Formula: C4H5NO
Source: the OMol25 dataset
Level of theory: ωB97M-V/def2-TZVPD

Properties
HOMO (eV): -8.544
HOMO-LUMO gap (eV): 9.64
Energy relative to the best compared isomer or geometry (same formula, charge and spin) (kcal per mole): 92.8
F_max (eV/Å): 3.474
Calculated total energy (eV): -7762.5040
Structure (SMILES): C1=C[C@@H]2CN2O1

Last column: natural (NBO) charge in e.
Positions of all 11 atoms, in Å:
C1 0.414788 1.168245 -0.002867  -0.333
C2 0.052940 0.899916 -1.237483  0.131
C3 0.157303 -1.305999 0.511664  -0.289
C4 -0.248477 0.107477 0.840094  -0.130
N1 -1.006020 -0.656283 -0.117556  -0.126
O1 -0.885916 -0.030862 -1.435515  -0.325
H1 1.052577 1.773725 0.531167  0.230
H2 0.377969 1.531662 -2.018877  0.204
H3 0.984731 -1.577995 -0.077378  0.213
H4 -0.177842 -2.165712 1.216959  0.212
H5 -0.722052 0.255827 1.789790  0.215

Atoms 1-3, force components in eV/Å:
C -1.4 -2.7 1.7
C 0.6 2.0 -0.1
C -1.6 -1.0 1.3



Formula: C4H5NO
Source: the OMol25 dataset
Level of theory: ωB97M-V/def2-TZVPD

Properties
HOMO (eV): -10.311
HOMO-LUMO gap (eV): 11.07
Energy relative to the best compared isomer or geometry (same formula, charge and spin) (kcal per mole): 93.5
F_max (eV/Å): 4.219
Calculated total energy (eV): -7762.4705
Structure (SMILES): N#CC[C@H]1CO1

Last column: natural (NBO) charge in e.
Positions of all 11 atoms, in Å:
N1 2.560734 0.668734 0.283509  -0.288
C1 1.659294 -0.049955 0.251410  0.239
C2 0.630774 -0.990413 -0.208750  -0.516
C3 -0.522286 -0.177686 0.280266  0.074
C4 -1.299402 0.944682 -0.229607  -0.112
O1 -1.814551 -0.390662 -0.289937  -0.459
H1 0.723100 -1.878017 0.433934  0.254
H2 0.735216 -1.272991 -1.262652  0.249
H3 0.199805 0.143190 1.328690  0.181
H4 -1.808169 1.520253 0.553319  0.189
H5 -1.064513 1.482860 -1.140185  0.189

Atoms 1-3, force components in eV/Å:
N -0.5 -0.1 0.6
C 2.4 -0.3 -1.8
C 0.4 0.1 -0.2



Formula: C22H25BEuF4NO
Source: the OMol25 dataset
Level of theory: ωB97M-V/def2-TZVPD

Properties
HOMO (spin up / spin down) (eV): -7.869 / -7.904
HOMO-LUMO gap (spin up / spin down) (eV): 6.08 / 7.80
Energy relative to the best compared isomer or geometry (same formula, charge and spin) (kcal per mole): 0.0
F_max (eV/Å): 1.969
Multiplicity: 7
Calculated total energy (eV): -57640.4261

Last column: natural (NBO) charge in e.
Positions of all 55 atoms, in Å:
C1 2.540371 0.224950 2.993191  -0.381
C2 2.646232 -0.432310 1.723937  -0.326
C3 2.546919 0.568378 0.715427  -0.331
H1 2.826614 -1.496010 1.557572  0.234
C4 2.391649 1.836272 1.345293  -0.326
C5 2.380342 1.627755 2.757583  -0.345
H2 2.338337 2.793383 0.830821  0.222
C6 -1.551038 -2.076580 2.885911  -0.330
C7 -0.356029 -2.553091 2.265016  -0.375
C8 -0.491211 -2.366666 0.862702  -0.298
H3 0.501181 -2.996592 2.774212  0.239
C9 -1.791258 -1.822600 0.617665  -0.137
C10 -2.422479 -1.609777 1.872953  -0.348
H4 2.662022 0.400653 -0.354076  0.230
H5 2.273742 2.380877 3.543198  0.248
H6 2.572750 -0.251332 3.974390  0.258
H7 -3.417294 -1.180281 2.002832  0.222
H8 0.253774 -2.621687 0.106571  0.219
H9 -1.767169 -2.053779 3.952072  0.247
Eu1 -0.049998 0.297711 2.152600  1.821
C11 -2.476163 -1.597892 -0.709804  -0.059
C12 -3.896077 -2.194601 -0.689118  -0.596
C13 -1.677735 -2.239292 -1.844660  -0.610
H10 -3.882864 -3.256083 -0.414394  0.229
H11 -4.352635 -2.109166 -1.684354  0.200
H12 -4.551936 -1.673325 0.017212  0.211
H13 -1.584767 -3.319830 -1.668396  0.230
H14 -0.670758 -1.812276 -1.928011  0.212
H15 -2.198267 -2.092562 -2.799408  0.201
C14 -2.659031 -0.067903 -0.969060  -0.475
C15 -1.438064 0.824636 -1.047987  0.735
H16 -3.317014 0.344496 -0.184997  0.244
H17 -3.217370 0.021356 -1.914018  0.203
O1 -0.668094 1.030710 -0.067865  -0.718
N1 -1.272746 1.444466 -2.217959  -0.563
C16 -0.268372 2.482696 -2.536459  -0.239
H18 -1.961250 1.262615 -2.949618  0.411
C17 1.092736 1.924526 -2.877119  -0.068
C18 2.223677 2.618075 -2.429760  -0.199
H19 2.080303 3.563046 -1.895529  0.214
C19 3.500108 2.127002 -2.697679  -0.200
H20 4.366895 2.665805 -2.316514  0.224
C20 3.662802 0.970500 -3.468998  -0.212
H21 4.664533 0.586742 -3.676005  0.223
C21 2.534836 0.323190 -3.987074  -0.220
H22 2.654812 -0.553494 -4.623916  0.219
C22 1.247233 0.809261 -3.709996  -0.162
H23 0.369739 0.344833 -4.175298  0.201
H24 -0.211114 3.200192 -1.711030  0.227
H25 -0.663140 3.015698 -3.415066  0.218
F1 -1.025974 1.231463 4.133290  -0.581
B1 -0.289752 0.524092 5.295322  1.375
F2 0.810763 1.315062 5.579089  -0.541
F3 -1.190163 0.322734 6.307543  -0.528
F4 0.177382 -0.706042 4.697749  -0.546

Atoms 1-3, force components in eV/Å:
C -0.2 0.2 -0.3
C -0.4 0.6 0.3
C -0.2 0.1 0.3



Formula: C3H4BN
Source: the OMol25 dataset
Level of theory: ωB97M-V/def2-TZVPD

Properties
HOMO (eV): -9.097
HOMO-LUMO gap (eV): 9.23
Energy relative to the best compared isomer or geometry (same formula, charge and spin) (kcal per mole): 8.6
F_max (eV/Å): 2.801
Calculated total energy (eV): -5340.1359
Structure (SMILES): C/B=C/C#N

Last column: natural (NBO) charge in e.
Positions of all 9 atoms, in Å:
B1 -0.134980 0.158483 -0.130919  0.995
C1 2.272073 -0.203202 0.407218  0.278
C2 -1.645682 -0.352803 -0.332331  -1.045
C3 1.171016 0.625175 0.191353  -0.984
N1 3.145525 -0.955892 0.557969  -0.348
H1 -2.241708 -0.823587 0.520513  0.275
H2 1.340475 1.748750 0.359985  0.299
H3 -1.827883 -0.843808 -1.258756  0.262
H4 -2.078835 0.646884 -0.315032  0.268

Atoms 1-3, force components in eV/Å:
B -0.5 -1.1 0.7
C 1.4 -1.6 0.1
C 1.2 0.9 2.1



Formula: C5H9N
Source: the OMol25 dataset
Level of theory: ωB97M-V/def2-TZVPD

Properties
HOMO (eV): -7.505
HOMO-LUMO gap (eV): 7.58
Energy relative to the best compared isomer or geometry (same formula, charge and spin) (kcal per mole): 126.2
F_max (eV/Å): 3.939
Calculated total energy (eV): -6815.5220
Structure (SMILES): C=CCNC=C

Last column: natural (NBO) charge in e.
Positions of all 15 atoms, in Å:
C1 2.664126 -1.007146 0.200577  -0.564
C2 1.749412 0.044480 0.094435  0.022
N1 0.400571 -0.177978 0.028498  -0.625
C3 -0.522890 0.467585 -0.822254  -0.265
C4 -2.139915 0.109990 1.009981  -0.537
C5 -1.824622 0.908877 -0.031801  -0.080
H1 2.443775 -2.110815 0.410685  0.213
H2 3.659015 -0.568012 0.093342  0.205
H3 1.973628 0.990836 -0.459363  0.191
H4 0.020673 -1.105416 0.367059  0.392
H5 -0.133666 1.366395 -1.350785  0.220
H6 -0.873506 -0.438270 -1.498091  0.190
H7 -2.464310 0.440393 1.972615  0.203
H8 -2.683344 -0.775913 0.529864  0.239
H9 -2.268940 1.855001 -0.544760  0.197

Atoms 1-3, force components in eV/Å:
C -0.8 2.1 0.3
C 0.4 -2.7 -2.5
N -0.4 -1.5 2.1



Formula: C5H15NO2
Source: the OMol25 dataset
Level of theory: ωB97M-V/def2-TZVPD

Properties
HOMO (eV): -7.896
HOMO-LUMO gap (eV): 8.58
Energy relative to the best compared isomer or geometry (same formula, charge and spin) (kcal per mole): 48.7
F_max (eV/Å): 2.870
Calculated total energy (eV): -11011.8346
Structure (SMILES): CC/C=C(/C)N.O.O

Last column: natural (NBO) charge in e.
Positions of all 23 atoms, in Å:
C1 -1.157846 2.694858 -0.696348  -0.619
C2 -2.008246 1.472494 -0.202709  -0.438
N1 0.168524 -0.697158 -0.353365  -0.823
C3 -0.201294 -0.045164 0.828358  0.155
C4 -1.278347 0.729344 0.894618  -0.266
C5 0.522420 -0.383063 2.068076  -0.634
H1 -0.372646 3.100677 -0.023177  0.210
H2 -1.704552 3.598981 -0.946185  0.208
H3 -0.470774 2.491579 -1.511505  0.202
H4 -3.039388 1.825955 -0.027534  0.221
H5 -2.042021 0.824002 -1.086317  0.191
H6 1.156350 -0.640082 -0.543765  0.369
H7 -0.424366 -0.580443 -1.158613  0.383
H8 -1.701267 0.941700 1.914314  0.196
H9 1.623649 -0.272954 2.090782  0.182
H10 0.285945 -1.453155 2.207656  0.224
H11 0.354320 0.120411 3.020790  0.240
H12 3.059949 -0.875404 2.372165  0.452
H13 3.909176 -1.908625 2.843438  0.462
O1 3.439072 -1.146201 3.215694  -0.916
H14 -0.043008 -2.507394 -5.108420  0.464
H15 -0.042587 -3.986141 -5.244346  0.466
O2 -0.033074 -3.304221 -4.553599  -0.929

Atoms 1-3, force components in eV/Å:
C 1.2 0.8 0.6
C 1.2 0.2 -1.4
N 0.9 0.0 0.5



Formula: C2H3N3O2
Source: the OMol25 dataset
Level of theory: ωB97M-V/def2-TZVPD

Properties
HOMO (eV): -10.464
HOMO-LUMO gap (eV): 11.38
Energy relative to the best compared isomer or geometry (same formula, charge and spin) (kcal per mole): 112.8
F_max (eV/Å): 3.971
Calculated total energy (eV): -10683.5662
Structure (SMILES): [H]/N=C1/CO1.N#[N+][O-]

Last column: natural (NBO) charge in e.
Positions of all 10 atoms, in Å:
C1 0.147139 -1.228019 0.023265  0.549
C2 0.617635 -1.794359 1.211527  -0.165
N1 -1.515992 2.691008 -0.505383  -0.109
N2 0.407059 -0.557518 -1.033285  -0.678
N3 -0.601689 3.238831 -0.870405  0.433
O1 0.262900 3.847823 -1.328866  -0.325
O2 -0.765098 -1.733303 0.818039  -0.438
H1 0.676253 -1.122735 2.006600  0.193
H2 1.141195 -2.724067 1.261928  0.200
H3 -0.369402 -0.617662 -1.583422  0.340

Atoms 1-3, force components in eV/Å:
C 1.7 2.2 -2.3
C 1.0 0.2 1.0
N 1.1 0.4 0.0